[1]
{
  "formula": "C36H50BiBrFN4OS2Si",
  "method": "the ωB97M-V functional and the def2-TZVPD basis",
  "elements": ["Bi", "C", "S", "C", "S", "N", "N", "C", "C", "C", "C", "C", "C", "N", "H", "H", "H", "H", "H", "H", "H", "H", "C", "C", "C", "C", "C", "C", "C", "C", "C", "C", "C", "C", "N", "C", "C", "C", "C", "C", "C", "F", "H", "H", "H", "H", "H", "H", "H", "H", "H", "H", "H", "H", "H", "H", "H", "H", "H", "H", "H", "H", "H", "Br", "C", "Si", "C", "C", "C", "C", "C", "C", "C", "C", "H", "H", "H", "H", "H", "H", "H", "H", "H", "H", "H", "H", "H", "H", "H", "H", "H", "H", "H", "H", "H", "O", "C"],
  "xyz": [[-0.17718, -0.30060, -0.70616], [-2.92004, -0.46296, 4.74717], [-2.16571, -1.82856, 3.84622], [-1.66294, -1.06049, 2.35277], [-0.90704, -2.12928, 1.26175], [-1.94437, 0.21154, 2.24200], [-1.57712, 0.78446, 1.05949], [-1.74650, 2.05105, 0.99903], [-1.42756, 2.78161, -0.22167], [-1.65032, 4.15149, -0.30007], [-1.39747, 4.80196, -1.49462], [-0.91930, 4.06877, -2.56828], [-0.69313, 2.71160, -2.40393], [-0.94880, 2.08095, -1.25956], [-3.25056, -0.88435, 5.69626], [-3.77132, -0.06483, 4.20077], [-2.19444, 0.32705, 4.92240], [-2.14616, 2.58487, 1.85709], [-2.02107, 4.68092, 0.56731], [-1.56604, 5.86726, -1.58391], [-0.70016, 4.53391, -3.51887], [-0.27817, 2.09717, -3.19538], [4.28298, 1.69515, -1.16309], [2.92555, 2.15130, -0.62478], [2.47833, 3.42247, -1.34292], [2.93489, 2.28184, 0.88480], [3.28575, 3.48888, 1.47320], [3.32832, 3.62629, 2.85163], [2.97222, 2.54513, 3.63476], [2.58327, 1.32006, 3.09111], [2.08550, 0.31064, 4.12707], [0.68243, 0.73242, 4.57829], [2.07951, -1.17998, 3.79655], [2.60104, 1.15836, 1.68645], [2.24602, -0.03447, 1.04581], [3.19723, -0.96675, 0.91472], [4.52449, -0.90844, 1.42853], [5.42212, -1.95571, 1.29919], [5.08551, -3.13285, 0.64378], [3.81119, -3.21798, 0.07968], [2.94225, -2.17147, 0.21170], [1.72500, -2.27850, -0.43180], [4.22571, 1.53015, -2.24133], [4.59763, 0.76425, -0.69414], [5.04619, 2.45446, -0.96293], [2.21890, 1.35887, -0.87250], [3.24677, 4.20005, -1.31148], [1.56939, 3.83573, -0.89667], [2.28264, 3.19594, -2.39383], [3.54432, 4.33351, 0.84497], [3.62479, 4.56372, 3.30719], [2.97890, 2.64766, 4.71636], [2.74977, 0.43883, 4.99071], [-0.00831, 0.68138, 3.73635], [0.67414, 1.75623, 4.95905], [0.31377, 0.06343, 5.36154], [1.35322, -1.41834, 3.02034], [1.80464, -1.73216, 4.70063], [3.05503, -1.53235, 3.46646], [4.82498, -0.00928, 1.95334], [6.41368, -1.84559, 1.72544], [5.78669, -3.95089, 0.55150], [3.49100, -4.08492, -0.48473], [1.21366, -0.06704, -3.30833], [-2.32610, -0.32611, -3.82335], [-2.39071, -1.20218, -2.15144], [-4.13961, -0.77714, -1.45199], [-4.32039, 0.74449, -1.52745], [-4.35700, -1.20792, 0.00081], [-5.23283, -1.41689, -2.31897], [-2.13486, -3.08319, -2.49326], [-2.80017, -4.00226, -1.46374], [-0.63001, -3.37797, -2.48810], [-2.68300, -3.43161, -3.88541], [-3.20729, -0.56285, -4.42634], [-1.43195, -0.61448, -4.37507], [-2.28161, 0.75732, -3.69545], [-3.55027, 1.26855, -0.95972], [-5.29338, 1.02272, -1.10419], [-4.28815, 1.10802, -2.55647], [-3.68103, -0.69020, 0.67922], [-4.21600, -2.27766, 0.14799], [-5.38273, -0.96016, 0.30330], [-5.15284, -1.12477, -3.36841], [-6.21594, -1.08711, -1.96022], [-5.21748, -2.50559, -2.26877], [-2.46858, -3.78492, -0.44727], [-2.52967, -5.04179, -1.68584], [-3.88904, -3.93833, -1.48900], [-0.21266, -3.30599, -1.48035], [-0.06466, -2.70505, -3.13688], [-0.45192, -4.40454, -2.83094], [-3.74345, -3.19312, -3.98983], [-2.56596, -4.50742, -4.06215], [-2.14235, -2.90612, -4.67400], [4.81893, -1.36338, -2.88429], [4.04699, -2.17592, -2.98488]],
  "de_lowest_kj_mol": 0.0,
  "charge": -1,
  "homo_lumo_gap_ev": 4.882
}

---

[2]
{
  "formula": "C16H18CoN3O4",
  "method": "the ωB97M-V functional and the def2-TZVPD basis",
  "elements": ["Co", "C", "C", "C", "C", "C", "C", "C", "C", "C", "H", "H", "H", "H", "H", "H", "H", "H", "H", "H", "H", "H", "C", "C", "N", "C", "C", "N", "C", "O", "O", "C", "O", "O", "H", "H", "H", "H", "H", "N", "C", "H"],
  "xyz": [[0.31602, -0.26253, 0.06046], [1.59978, -3.13489, -1.45515], [1.82645, -1.74835, -0.98122], [2.25828, -1.49334, 0.33833], [2.61874, -0.19424, 0.76109], [3.20712, 0.02071, 2.11061], [2.54057, 0.86510, -0.16983], [2.10085, 0.65083, -1.48458], [2.17326, 1.72806, -2.51088], [1.67101, -0.64425, -1.85011], [2.55949, -3.57759, -1.73322], [0.95936, -3.16233, -2.33314], [1.17550, -3.76108, -0.67305], [2.42321, -2.32876, 1.00756], [4.27979, -0.18318, 2.06913], [2.78287, -0.65922, 2.84611], [3.08636, 1.04671, 2.44786], [2.93241, 1.83456, 0.10760], [3.11290, 1.62423, -3.05792], [2.17083, 2.71925, -2.06677], [1.37304, 1.64389, -3.24226], [1.37667, -0.82387, -2.87688], [-2.40601, 3.33740, 0.43064], [-3.13172, 2.05316, 0.60150], [-2.25838, 1.01684, 0.51447], [-2.97011, -0.15840, 0.65629], [-4.29167, 0.20392, 0.82256], [-4.35656, 1.57115, 0.78233], [-5.63261, -0.51237, 1.01579], [-5.64310, -1.80180, 1.04624], [-6.57974, 0.21650, 1.11670], [-2.32483, -1.52344, 0.63400], [-3.03161, -2.49551, 0.77175], [-1.06195, -1.47521, 0.46660], [-0.49710, 3.24785, -0.47539], [-2.55095, 4.02507, 1.26942], [-2.69986, 3.85337, -0.49017], [-5.25421, 2.04489, 0.87890], [-4.77504, -2.27164, 0.95867], [-0.98185, 2.85311, 0.34120], [-0.95301, 1.33535, 0.29195], [-0.43905, 3.14769, 1.16629]],
  "s2": 6.02,
  "charge": 2,
  "homo_lumo_gap_ev": [8.873, 8.307],
  "spin_multiplicity": 5
}

---

[3]
{
  "formula": "C3H25NO9",
  "method": "the ωB97M-V functional and the def2-TZVPD basis",
  "elements": ["C", "O", "C", "C", "N", "H", "H", "H", "H", "H", "H", "H", "H", "H", "H", "H", "O", "H", "H", "O", "H", "H", "O", "H", "H", "O", "H", "H", "O", "H", "H", "O", "H", "H", "O", "H", "H", "O"],
  "xyz": [[-0.30801, 2.22152, 2.48847], [-0.82287, 1.12924, 1.70543], [0.79827, 2.93350, 1.60500], [0.67625, 2.58964, 0.13293], [2.09597, 2.27329, 1.96982], [0.02714, 1.94023, 3.45223], [-1.21812, 2.84190, 2.46014], [-1.15621, 0.38153, 2.25852], [0.82062, 4.00181, 1.73613], [0.52107, 3.46532, -0.49774], [1.57779, 2.15168, -0.12158], [0.00762, 1.73550, -0.07939], [3.04877, 2.54684, 1.67773], [2.10770, 1.31634, 1.86308], [-0.59577, -0.51632, -3.57885], [-1.45354, -0.41727, -2.35571], [-1.48367, -0.61760, -3.27327], [2.78572, 0.01094, -1.07495], [2.79682, 0.52655, 0.50463], [2.95653, -0.17369, -0.11790], [1.97394, -2.38068, 0.32183], [1.85127, -1.60928, 1.60406], [1.67967, -2.48901, 1.19359], [-2.26529, 2.02092, -1.24158], [-2.63104, 3.24182, -0.26905], [-2.26399, 3.00772, -1.13233], [1.11612, -0.29227, -0.94274], [0.76035, -1.21547, -2.07050], [0.97121, -0.21424, -1.85099], [0.23584, -2.93796, -1.30736], [-1.17632, -2.83422, -1.96849], [-0.17894, -2.62927, -2.05593], [-2.11746, -2.70809, -0.23300], [-3.28368, -2.50753, -1.20762], [-2.60761, -3.06262, -0.94948], [-0.19500, -2.95883, 1.32868], [-1.43931, -3.80649, 1.80040], [-1.22157, -2.99777, 1.33011]],
  "s2": 0.75,
  "charge": 1,
  "homo_lumo_gap_ev": [9.347, 4.415],
  "spin_multiplicity": 2
}

---

[4]
{
  "formula": "C16H26FeIOP2",
  "method": "the ωB97M-V functional and the def2-TZVPD basis",
  "elements": ["C", "I", "H", "H", "H", "Fe", "P", "C", "C", "H", "H", "H", "H", "H", "H", "C", "H", "H", "H", "P", "C", "C", "H", "H", "H", "C", "H", "H", "H", "H", "H", "H", "C", "O", "C", "C", "C", "C", "C", "C", "C", "C", "H", "H", "H", "H", "H"],
  "xyz": [[-2.72920, -0.70636, -0.91227], [-1.94251, -2.88498, 0.30383], [-3.54056, -1.42676, -0.76114], [-2.57046, -0.61901, -1.99309], [-3.11471, 0.26476, -0.55496], [-0.60362, -0.52278, -0.14108], [0.10492, -1.42663, -2.16224], [1.17133, -0.39709, -3.22345], [1.13108, -2.93386, -1.94887], [1.28518, -3.39747, -2.93407], [-0.63501, -2.65830, -4.12781], [0.62088, -3.63367, -1.27519], [-1.91079, -2.61806, -2.86819], [2.12383, -0.22890, -2.70696], [2.09790, -2.64602, -1.51603], [-1.14088, -2.03059, -3.38073], [1.34624, -0.90486, -4.18167], [-1.61144, -1.17617, -3.88235], [0.68967, 0.57102, -3.39529], [-1.66381, 0.25289, 1.80833], [-1.44671, 2.04746, 2.08622], [-3.48320, 0.05262, 2.03106], [-1.04151, -1.57757, 3.27721], [-1.76212, -0.21176, 4.18835], [-0.06649, -0.11822, 3.61711], [-1.07050, -0.48637, 3.37939], [-3.79739, -0.96383, 1.76465], [-3.72409, 0.23819, 3.08690], [-1.76216, 2.30984, 3.10575], [-2.04942, 2.59563, 1.35112], [-4.02948, 0.76527, 1.40047], [-0.39641, 2.32179, 1.93692], [-0.87662, 2.10308, -1.80829], [-1.62878, 2.69814, -2.49827], [-0.03076, 1.47329, -1.04329], [0.67754, 0.93947, -0.04206], [1.95018, 1.09138, 0.57330], [2.93983, 1.84454, -0.09665], [4.17779, 2.05782, 0.50079], [4.43868, 1.56632, 1.78675], [3.46145, 0.81682, 2.45691], [2.24204, 0.54062, 1.84391], [2.70115, 2.25715, -1.08146], [4.94165, 2.62169, -0.03632], [5.39189, 1.77522, 2.27021], [3.64336, 0.44169, 3.46279], [1.49205, -0.07746, 2.33978]],
  "s2": 8.87,
  "charge": 2,
  "homo_lumo_gap_ev": [5.805, 6.733],
  "spin_multiplicity": 6
}

---

[5]
{
  "formula": "C2H6N2O2",
  "method": "the ωB97M-V functional and the def2-TZVPD basis",
  "elements": ["N", "C", "O", "O", "H", "H", "C", "N", "H", "H", "H", "H"],
  "xyz": [[-0.22956, 0.65619, -1.09345], [-1.44855, 1.50582, -1.00090], [-1.55149, 2.28004, -1.97990], [-2.16667, 1.12141, -0.04187], [-0.24633, 0.10068, -1.92662], [0.46706, 1.35538, -1.21329], [1.38671, -1.59336, 1.41508], [0.47271, -0.75745, 1.05172], [1.30329, -2.12833, 2.38241], [2.28176, -1.80416, 0.80882], [-0.03661, 0.01902, -0.18388], [-0.23231, -0.75523, 1.78188]],
  "de_lowest_kj_mol": 188.2,
  "smiles": "[NH3+]C(=O)[O-].C=N",
  "homo_lumo_gap_ev": 9.036
}

---

[6]
{
  "formula": "H22O11",
  "method": "the ωB97M-V functional and the def2-TZVPD basis",
  "elements": ["H", "H", "H", "H", "H", "H", "H", "H", "H", "H", "H", "H", "H", "H", "H", "H", "H", "H", "H", "H", "H", "H", "O", "O", "O", "O", "O", "O", "O", "O", "O", "O", "O"],
  "xyz": [[0.36877, -0.39469, 1.06945], [-0.13733, 0.99646, 1.06291], [1.87920, -2.74500, 0.31517], [2.66053, -1.61732, -0.16763], [-2.88595, 1.46887, 2.46430], [-2.80197, -0.12757, 2.73165], [-0.02463, 3.30658, -2.28557], [-1.32001, 3.00832, -1.94432], [-1.54193, 0.02183, -2.32489], [-2.88842, 0.03954, -3.19582], [2.80389, -0.02419, 3.10910], [3.40255, 0.07104, 1.74534], [1.60903, 4.47303, 0.87314], [1.64442, 3.56987, 2.23165], [0.14484, 2.75678, 0.17220], [0.97802, 1.64822, -0.57669], [2.32034, -3.06827, -2.87700], [2.72642, -3.34363, -1.39678], [-2.03925, -1.72980, 1.11210], [-0.78767, -2.66189, 1.58693], [-3.25134, -3.34184, -1.58902], [-2.49339, -2.02677, -1.72148], [0.44531, 0.42732, 0.51499], [1.83280, -1.99248, -0.32285], [-2.46863, 0.78292, 2.96122], [-0.52504, 2.50260, -2.07366], [-2.43660, -0.26240, -2.33400], [2.55401, 0.16556, 2.12500], [1.77327, 3.62514, 1.22106], [0.61306, 2.52107, -0.66255], [2.33127, -2.70923, -1.97924], [-1.67221, -2.69125, 1.22679], [-2.81336, -2.64881, -1.07152]],
  "de_lowest_kj_mol": 912.2,
  "smiles": "O.O.O.O.O.O.O.O.O.O.O",
  "homo_lumo_gap_ev": 6.937
}

---

Number 1: electronic energy -5670.53482 hartree, largest force on an atom 0.166 eV/Å. Number 2: electronic energy -2467.90034 hartree, largest force on an atom 1.831 eV/Å. Number 3: electronic energy -860.78964 hartree, largest force on an atom 3.474 eV/Å. Number 4: electronic energy -2943.87255 hartree, largest force on an atom 3.435 eV/Å. Number 5: electronic energy -339.76099 hartree, largest force on an atom 3.691 eV/Å. Number 6: electronic energy -840.53271 hartree, largest force on an atom 9.323 eV/Å.